Computed, not measured: a 15-piece molecular cluster, H31O15 overall at a distorted geometry, with ωB97M-V/def2-TZVPD.

Atoms and positions in Å:
1 O -4.02739 0.25090 -1.99513
2 H -1.74256 -0.14235 -0.08532
3 H -3.83734 -0.14322 -2.94517
4 O 2.47932 2.46611 -1.61852
5 H -0.04750 0.59608 4.36650
6 H 2.38601 3.35392 -1.92197
7 O -1.25403 3.27427 1.95708
8 H 2.71123 0.09558 4.16555
9 H -0.15669 1.11375 -1.91390
10 O 0.97075 -3.33527 -1.37275
11 H 1.98589 0.07397 1.57577
12 H 1.20327 -4.22215 -1.71324
13 O -1.98578 0.90107 0.44486
14 H -1.13740 1.20847 0.08927
15 H -1.55416 0.72497 1.31299
16 O -2.07433 -1.11601 -0.93514
17 H -0.43200 3.73712 2.07480
18 H -2.05716 3.60157 2.26209
19 O 2.26186 -0.69118 3.91936
20 H -1.14849 -1.37219 -1.13177
21 H 1.39782 3.06441 -0.15442
22 O -2.34620 -3.08193 -2.06042
23 H 2.10044 1.81489 -2.16869
24 H 1.24169 1.64848 0.06917
25 O 2.18552 0.50661 0.72099
26 H -1.64808 -3.63862 -2.33209
27 H 1.85983 -2.41228 1.86291
28 O 1.81530 1.19673 -3.82895
29 H -2.08687 -2.38001 -2.78058
30 O -0.17543 0.17083 3.45428
31 H 0.30943 0.81089 2.89056
32 H 2.15000 0.46846 -4.31646
33 O 0.72171 2.47139 0.10746
34 H 2.72390 -0.18256 0.33194
35 H -2.43137 -1.95225 -0.42508
36 O 1.38028 -1.88478 1.18740
37 H 1.69408 -0.81311 4.65649
38 H 0.77305 -2.65955 1.09786
39 O 0.24815 0.24175 -1.90017
40 H -3.28335 -0.13983 -1.58111
41 H -1.97989 -0.36534 2.30469
42 O -1.61973 -1.22376 1.87998
43 H -1.20691 -1.48165 2.70714
44 H 1.48386 -2.69008 -1.93053
45 H 1.05059 1.44673 -4.39682
46 H 1.09869 0.68916 -1.93090

E_HOMO	-13.23	eV
lowest unoccupied orbital energy	-2.83	eV
spin multiplicity	1
HOMO-LUMO gap	10.40	eV
total charge	+1



Computed, not measured: H32N5O18S3Zn as an isolated structure at a distorted geometry, with ωB97M-V/def2-TZVPD.

Atoms and positions in Å:
1 Zn -1.92609 0.09473 1.99257
2 N -0.02570 -4.22570 0.90726
3 H 0.13837 -3.62497 0.10446
4 H 0.69907 -4.93217 0.98917
5 H -0.92807 -4.66708 0.77628
6 H 0.06756 -3.70825 1.80817
7 N 1.83360 0.64604 2.69049
8 H 2.81605 0.90017 2.68920
9 H 1.29815 1.53298 2.67165
10 H 1.58641 -0.02689 3.44487
11 H 1.74244 0.28573 1.74886
12 N 3.11193 1.93211 -1.41061
13 H 3.17415 1.84115 -2.41879
14 H 2.56357 1.16085 -0.98481
15 H 2.53620 2.76325 -1.29892
16 H 4.00324 2.06408 -0.94004
17 N 0.29172 0.96239 -3.88834
18 H 1.23647 0.77252 -4.21779
19 H 0.09566 0.57158 -2.94726
20 H -0.33157 0.47183 -4.52790
21 H 0.17311 1.95016 -4.09391
22 N -0.77597 2.84234 -0.21302
23 H -0.07615 3.56508 -0.36050
24 H -0.55083 2.13494 -0.94963
25 H -1.67819 3.26425 -0.40634
26 H -0.69079 2.50368 0.76605
27 S -0.62280 3.05038 2.79872
28 O -1.16575 4.22065 2.08747
29 O -1.03952 1.81583 2.01684
30 O 0.83900 3.09731 2.81249
31 O -1.09631 3.02501 4.15021
32 S -0.01425 -1.80000 3.92821
33 O 0.39878 -2.82375 2.98466
34 O -1.10555 -1.00950 3.28443
35 O -0.55397 -2.46983 5.10519
36 O 1.15973 -0.95492 4.25705
37 S 0.06031 -0.41955 -0.58047
38 O 0.14933 -1.74191 -1.20398
39 O -0.52099 -0.53213 0.74815
40 O 1.44165 0.07233 -0.46979
41 O -0.63665 0.57338 -1.43403
42 O -3.08255 0.97948 0.46634
43 H -3.86224 0.45532 0.25728
44 H -3.30064 1.86758 0.16916
45 O -1.71020 -1.94595 -3.33197
46 H -1.42933 -1.55759 -4.16322
47 H -0.91452 -1.96379 -2.78338
48 O -2.94528 1.12331 -2.48888
49 H -2.08158 0.88596 -2.10283
50 H -2.77712 1.91314 -3.01070
51 O -3.19231 -1.61853 1.62417
52 H -3.09541 -2.56187 1.78224
53 H -4.12383 -1.50109 1.41292
54 O 2.10511 -1.30697 -3.23564
55 H 1.57050 -1.80713 -2.60304
56 H 2.97891 -1.70419 -3.18427
57 O 2.72542 -2.35229 -0.07490
58 H 2.08453 -1.68644 -0.36689
59 H 3.37318 -2.39705 -0.78274

E_HOMO	-10.07	eV
lowest unoccupied orbital energy	-4.99	eV
spin multiplicity	1
HOMO-LUMO gap	5.07	eV
total charge	+1